No. 1
DFT (ωB97M-V/def2-TZVPD) results for a molecular structure, C26H32Br2F3N3S5Sr.

Relative energy (zero: lowest compared OMol25 entry of this formula, charge and spin), eV: 0.912
HOMO-LUMO gap, eV: 7.887
Charge: +2
Max |F|, eV/A: 1.06
E_tot, eV: -235192.529
HOMO, eV: -13.283

```
72
C26H32Br2F3N3S5Sr | the OMol25 dataset | ωB97M-V/def2-TZVPD
Sr 0.271 0.251 -0.609
Br -3.079 6.455 -0.706
Br 2.222 4.480 -5.990
S 0.663 -3.202 0.208
S 1.673 -0.564 2.282
S 2.291 -1.777 -2.358
S -2.902 1.264 2.161
S 3.295 1.030 -0.295
F -4.055 -4.969 2.324
F -5.232 -3.259 2.942
F -5.641 -4.229 1.045
N -1.802 -1.230 0.102
N 0.446 1.520 -2.862
N -0.274 2.748 -0.384
C -2.948 1.996 3.818
C 2.318 -2.277 2.293
C -4.672 -3.863 1.883
C -3.736 -2.623 -0.119
C -3.673 -2.938 1.227
C -1.764 -1.539 1.401
C 3.209 0.391 2.442
C 4.200 0.060 -1.547
C 1.574 1.907 -4.943
C -1.912 4.987 -0.571
C -0.815 3.308 0.702
C 1.447 3.279 -4.771
C -2.777 -1.767 -0.635
C -0.481 3.353 -1.563
C -4.432 1.937 1.468
C 1.071 1.078 -3.960
C 3.893 -1.427 -1.559
C 0.756 3.753 -3.666
C 0.253 2.842 -2.747
C 2.180 -3.572 -2.097
C -1.621 4.430 0.664
C -1.314 4.454 -1.704
C 4.114 0.415 1.221
C -2.668 -2.388 2.007
C 1.243 -3.287 1.930
C 2.039 -4.036 -0.657
H 3.163 -2.331 1.606
H 1.602 -4.300 2.112
H -2.024 4.855 1.572
H -3.875 1.714 4.311
H 3.073 -4.014 -2.539
H 3.759 -0.015 3.291
H -4.635 1.387 0.551
H -0.578 2.840 1.646
H 5.260 0.228 -1.361
H 1.317 -3.871 -2.692
H -2.104 1.593 4.374
H 2.952 -3.870 -0.086
H 2.070 1.503 -5.814
H 2.879 1.398 2.699
H 3.941 0.520 -2.502
H -4.318 2.997 1.244
H -0.970 -1.086 1.983
H -5.244 1.778 2.173
H 2.669 -2.470 3.307
H 1.826 -5.104 -0.658
H 0.353 -3.131 2.539
H 4.658 -1.950 -2.134
H 4.514 -0.574 1.005
H -4.508 -3.034 -0.753
H 3.865 -1.837 -0.550
H 4.950 1.087 1.417
H 1.183 0.007 -4.056
H -2.867 3.080 3.754
H -2.802 -1.496 -1.684
H -1.503 4.882 -2.677
H -2.605 -2.597 3.067
H 0.641 4.817 -3.520
```

***

No. 2
DFT (ωB97M-V/def2-TZVPD) results for a molecular structure, C26H32BrInN5O3S.

HOMO-LUMO gap, eV: 8.279
Charge: +1
Max |F|, eV/A: 0.44
E_tot, eV: -127123.515
HOMO, eV: -11.175

```
69
C26H32BrInN5O3S | the OMol25 dataset | ωB97M-V/def2-TZVPD
In -0.220 0.942 -0.810
Br 4.608 0.448 -6.610
S -0.348 3.007 0.616
O 1.248 0.580 -2.361
O -1.882 -0.054 -0.299
O -0.071 2.306 -2.561
N -0.564 2.969 3.257
N -2.954 -4.108 0.745
N -1.592 1.217 2.178
N 1.206 -0.202 0.490
N -0.743 -3.315 1.115
C 1.317 -1.509 0.260
C 1.718 3.958 3.367
C 2.120 -2.343 1.027
C 0.220 4.206 3.360
C -0.886 -0.479 3.833
C -0.877 2.329 2.131
C -1.975 0.486 3.383
C 2.071 3.651 -5.936
C 2.614 1.196 -4.738
C -1.089 -5.490 0.235
C 2.877 -1.753 2.029
C -2.588 -0.461 -2.583
C -4.038 -1.029 -0.609
C -0.244 -4.468 0.649
C 3.037 2.813 -6.475
C 1.916 0.354 1.484
C -3.016 -0.070 -1.181
C 2.772 -0.389 2.265
C 1.218 -4.670 0.582
C -2.064 -3.201 1.128
C 0.907 1.632 -3.003
C 3.298 1.590 -5.873
C -2.452 -5.257 0.304
C 2.207 -3.793 0.763
C 1.645 2.044 -4.211
C 1.366 3.270 -4.806
H 1.788 1.419 1.626
H -1.916 0.283 -3.024
H -0.947 2.607 4.115
H -3.449 0.939 -1.206
H -3.164 -6.013 -0.007
H 1.870 4.604 -6.406
H 3.586 3.105 -7.359
H -0.698 -6.428 -0.133
H -1.877 0.784 1.286
H -1.224 -1.062 4.689
H -2.240 1.179 4.185
H -3.654 -2.051 -0.608
H -2.085 -1.431 -2.561
H -2.463 -2.254 1.479
H 3.343 0.091 3.046
H 3.219 -4.183 0.720
H -4.294 -0.755 0.416
H -0.092 4.682 4.289
H -0.623 -1.167 3.028
H -2.897 -0.042 3.142
H 0.733 -1.914 -0.555
H 3.539 -2.362 2.633
H 0.605 3.908 -4.382
H 2.246 4.898 3.527
H 1.511 -5.692 0.369
H -4.955 -1.011 -1.199
H -3.446 -0.541 -3.252
H 0.017 0.062 4.122
H 2.825 0.249 -4.263
H -0.069 4.871 2.549
H 1.996 3.275 4.171
H 2.052 3.547 2.416
```

***

No. 3
DFT (ωB97M-V/def2-TZVPD) results for a molecular structure, C26H32BrN8OPd.

Relative energy (zero: lowest compared OMol25 entry of this formula, charge and spin), eV: 0.722
HOMO-LUMO gap, eV: 8.308
Charge: +1
Max |F|, eV/A: 0.66
E_tot, eV: -114965.099
HOMO, eV: -10.770

```
69
C26H32BrN8OPd | the OMol25 dataset | ωB97M-V/def2-TZVPD
Pd 0.276 0.762 -0.345
Br 1.618 3.270 -0.217
O 6.351 1.185 -0.802
N -2.306 0.665 -2.471
N 2.021 1.645 2.986
N 2.291 0.676 -0.574
N -0.113 1.578 2.117
N -3.587 -0.361 -0.957
N 0.828 3.495 3.304
N -1.315 -8.590 -3.277
N -1.726 0.919 -0.203
C -0.477 -3.858 -3.109
C 0.791 2.219 2.770
C -0.334 4.273 3.684
C -0.187 -2.182 -1.340
C -0.877 -6.157 -2.542
C -2.239 0.994 1.165
C -0.409 -3.533 -1.751
C 5.033 0.979 -0.741
C -0.811 -5.843 -1.185
C -1.119 -7.507 -2.949
C 2.871 1.869 -0.451
C -0.004 -1.038 -0.985
C 3.072 -0.384 -0.813
C -4.092 -0.804 -2.259
C -3.469 0.200 -3.220
C -3.633 -1.321 0.149
C 1.975 3.611 4.198
C 4.222 2.094 -0.512
C -1.463 2.064 1.920
C -0.579 -4.538 -0.795
C 4.441 -0.276 -0.904
C -0.708 -5.162 -3.505
C -2.491 0.417 -1.152
C -1.598 1.834 -2.953
C 2.283 0.239 2.812
C 2.924 2.535 3.682
H 5.038 -1.157 -1.096
H 1.677 3.418 5.236
H 6.828 0.365 -0.979
H -1.036 4.365 2.864
H 2.821 0.024 1.883
H 3.680 2.951 3.005
H 2.553 -1.327 -0.919
H -0.942 -6.622 -0.447
H -3.302 1.248 1.126
H -0.848 3.856 4.558
H 2.886 -0.121 3.646
H 0.006 5.276 3.940
H -1.975 2.266 2.867
H -2.168 2.749 -2.761
H -1.497 2.980 1.316
H -3.739 -1.821 -2.457
H -0.525 -4.288 0.256
H 3.441 2.014 4.490
H -2.622 -1.618 0.430
H -2.123 0.053 1.710
H -4.144 1.039 -3.422
H 4.647 3.080 -0.408
H -0.620 1.914 -2.480
H 1.334 -0.296 2.788
H -1.447 1.727 -4.026
H -4.156 -0.912 1.011
H -4.174 -2.203 -0.189
H -5.180 -0.795 -2.286
H 2.401 4.613 4.143
H -0.343 -3.081 -3.849
H -0.758 -5.416 -4.554
H -3.176 -0.248 -4.169
```

***

No. 4
DFT (ωB97M-V/def2-TZVPD) results for 2 unconnected molecules or ions with the total composition C26H32N2O3.

Relative energy (zero: lowest compared OMol25 entry of this formula, charge and spin), eV: 3.862
HOMO-LUMO gap, eV: 4.755
Max |F|, eV/A: 1.43
E_tot, eV: -36600.577
HOMO, eV: -6.669

```
63
C26H32N2O3 | the OMol25 dataset | ωB97M-V/def2-TZVPD
O 2.272 -1.260 2.147
O -1.594 0.714 3.949
O 0.342 1.684 4.488
N 7.437 -6.258 4.656
N -2.338 -0.824 10.079
C -0.498 -1.965 8.926
C 3.507 -2.196 4.931
C 0.388 -2.028 7.870
C -0.233 0.722 3.980
C -0.400 0.099 7.060
C 2.516 -2.045 5.888
C -1.853 -0.922 11.444
C 1.579 -1.005 5.945
C 5.641 -5.141 5.894
C 4.632 -4.189 5.925
C 7.270 -7.256 3.615
C -1.423 0.062 7.981
C 6.439 -4.214 3.785
C 0.478 -0.447 3.435
C -3.732 -1.195 9.928
C 0.542 -0.963 6.945
C 1.768 -0.301 2.769
C 4.534 -3.187 4.923
C -1.692 -1.491 2.826
C 8.259 -6.708 5.763
C 6.525 -5.215 4.791
C -1.438 -0.911 9.015
C -0.263 -1.725 3.317
C 5.497 -3.206 3.871
C -2.362 -0.521 3.757
C 2.521 0.993 2.896
H 3.893 -4.218 6.723
H -4.086 -0.917 8.930
H -4.306 -0.662 10.694
H -2.637 -0.537 12.106
H 7.721 -7.421 6.409
H -2.199 0.831 7.987
H -0.510 -2.761 9.675
H 9.141 -7.212 5.345
H 5.721 -5.888 6.682
H -2.239 -2.437 2.817
H 3.490 -1.527 4.077
H -0.317 -2.249 4.290
H 2.922 1.097 3.910
H 0.999 -2.924 7.770
H -3.325 -0.188 3.355
H 6.717 -8.132 4.001
H 1.768 -0.088 5.380
H 1.844 1.825 2.703
H 7.154 -4.239 2.962
H 3.343 1.003 2.176
H -1.618 -1.960 11.732
H -1.692 -1.099 1.801
H 5.456 -2.421 3.114
H 8.590 -5.855 6.368
H -3.874 -2.280 10.071
H -2.512 -0.982 4.745
H 2.495 -2.809 6.664
H -0.949 -0.311 11.568
H 0.267 -2.372 2.612
H 8.258 -7.600 3.279
H 6.716 -6.827 2.773
H -0.298 0.969 6.413
```

***

Number 1: lowest unoccupied orbital energy -0.1983 Eh. Number 2: lowest unoccupied orbital energy -0.1064 Eh. Number 3: lowest unoccupied orbital energy -0.0905 Eh. Number 4: lowest unoccupied orbital energy -0.0703 Eh.